Entry from the OMol25 dataset: an isolated molecule of C3H4N2O2S (ωB97M-V/def2-TZVPD).

The energy relative to the best compared isomer or geometry (same formula, charge and spin) comes out at 2.4899 eV. The total energy comes out at -21084.34195 eV. The LUMO energy comes out at 0.24 eV. The structure (SMILES) is Oc1ncc(S)n1O. The charge is 0.

Each line ends with the natural charge from an NBO analysis.
CARTESIAN COORDINATES (ANGSTROEM)
C 0.44091 -0.65234 0.28274  -0.164
C 0.14285 -1.39805 -0.82607  -0.042
C -0.88630 0.44048 -1.13370  0.609
H 0.61946 -1.17626 2.57714  0.131
H 0.48198 -2.42191 -1.05045  0.221
H -1.69559 2.11396 -0.94425  0.493
H 0.48487 2.07711 0.93634  0.488
N -0.69204 -0.72299 -1.69518  -0.493
N -0.20678 0.56503 0.02326  -0.113
O -1.65839 1.42559 -1.60776  -0.635
O -0.38046 1.61329 0.88951  -0.524
S 1.53294 -0.88368 1.62455  0.029

Atoms 1-3, force components in eV/Å:
C 0.0 -0.1 -0.2
C 0.1 -0.5 0.0
C -0.1 -0.2 -0.3


Entry from the OMol25 dataset: a structure of composition C30H34BBrN4O3SnTe4 (ωB97M-V/def2-TZVPD).

The total energy comes out at -149491.97730 eV. The LUMO energy (spin up / spin down) comes out at -0.82 / -1.38 eV. The charge is 0.

Each line ends with the Mulliken charge.
CARTESIAN COORDINATES (ANGSTROEM)
Sn 0.14536 0.19012 0.04998  0.712
Br 3.69490 2.82757 6.14232  -0.215
C 3.10007 2.72417 4.34645  -0.122
C 3.96938 3.05082 3.31816  -0.709
C 3.50107 2.97032 2.01537  -0.660
C 2.21132 2.56178 1.73909  0.916
O 1.79490 2.52498 0.42542  -0.336
C 1.30944 2.22583 2.77032  1.044
C -0.05521 1.79983 2.65414  -1.186
N -0.72771 1.58702 1.52833  0.279
C -2.10515 1.57298 1.55102  -0.158
C -2.85212 2.48940 2.26681  -0.461
C -4.25294 2.53475 2.15858  -0.789
C -4.92969 1.67180 1.34282  -1.103
C -4.21079 0.68096 0.63287  1.200
C -4.83658 -0.24916 -0.22676  -0.632
C -4.10356 -1.22545 -0.83707  -0.907
C -2.72446 -1.29144 -0.57421  -0.261
N -2.10759 -0.40999 0.18281  0.175
C -2.80931 0.60449 0.76054  0.437
C 1.80983 2.32528 4.08588  -1.498
H 4.98208 3.36426 3.52454  0.445
H 4.15515 3.23030 1.19095  0.489
H -0.58445 1.64368 3.59325  0.511
H -2.33718 3.22117 2.87534  0.616
H -4.79412 3.28561 2.71953  0.420
H -6.00517 1.72365 1.23511  0.417
H -5.90585 -0.17736 -0.38694  0.427
H -4.55271 -1.95067 -1.49998  0.449
H -2.11891 -2.09811 -0.96780  0.447
H 1.15191 2.07693 4.90847  0.478
Te 1.30964 -1.45018 2.03118  -0.143
Te 2.38143 -3.53437 0.56265  -0.104
Te 1.52779 -3.49913 -2.11187  -0.270
Te 0.30517 -1.10359 -2.69375  -0.153
C -2.25525 4.38419 -2.79758  -1.846
C -2.30454 2.90084 -3.14906  1.625
C -3.73273 2.48689 -3.49081  -1.713
C -1.36793 2.58985 -4.32883  -1.607
N -1.95840 2.12444 -1.94388  -0.145
N -0.60680 2.23892 -1.51306  0.045
H -2.64113 4.98103 -3.62535  0.486
H -1.23311 4.71593 -2.60477  0.314
H -2.86173 4.58221 -1.91253  0.368
H -4.11838 3.08803 -4.31446  0.470
H -4.38037 2.61989 -2.62311  0.350
H -3.77113 1.43723 -3.79486  0.374
H -1.85852 2.81096 -5.27735  0.452
H -1.09306 1.53080 -4.34132  0.243
H -0.45020 3.18140 -4.29820  0.369
H -2.11332 1.13898 -2.14080  0.068
H -0.49714 3.06662 -0.93831  0.221
H 0.03516 2.29680 -2.30417  0.031
C 4.47951 -1.13340 -6.25836  -1.621
C 5.27995 -0.91416 -4.96743  1.915
C 6.70164 -0.45427 -5.31736  -1.659
C 5.36966 -2.25178 -4.23122  -1.877
C 4.59830 0.15948 -4.11797  0.624
C 4.35166 1.41977 -4.67524  -0.417
C 3.72407 2.44899 -3.97922  -2.183
C 3.35221 2.16992 -2.68584  1.125
O 2.67584 2.97205 -1.77201  -0.604
B 2.52971 2.15804 -0.66582  0.817
O 3.09760 0.91360 -0.83314  -0.536
C 3.60729 0.93747 -2.11700  0.318
C 4.22030 -0.08642 -2.79772  -0.608
H 4.95107 -1.91263 -6.86108  0.461
H 4.42729 -0.22947 -6.86620  0.323
H 3.45902 -1.44752 -6.03049  0.350
H 7.19203 -1.19514 -5.95268  0.442
H 7.30043 -0.32956 -4.41307  0.374
H 6.69534 0.49743 -5.85091  0.336
H 5.83389 -2.99254 -4.88473  0.443
H 4.38426 -2.62486 -3.94488  0.283
H 5.98270 -2.17838 -3.33062  0.359
H 4.65320 1.61034 -5.69699  0.400
H 3.53738 3.41294 -4.43220  0.499
H 4.35507 -1.04438 -2.31670  0.574

Atoms 1-3, force components in eV/Å:
Sn -0.1 -0.4 -0.4
Br 0.0 0.0 0.0
C -0.1 -0.1 0.0


Entry from the OMol25 dataset: the ion C3H3N2O3 with charge -1 (ωB97M-V/def2-TZVPD).

The energy relative to the best compared isomer or geometry (same formula, charge and spin) comes out at 4.0284 eV. The total energy comes out at -12280.13581 eV. The LUMO energy comes out at 4.01 eV. The structure (SMILES) is C/N=C(/[O-])N1OC1=O. The charge is -1.

Each line ends with the natural charge from an NBO analysis.
CARTESIAN COORDINATES (ANGSTROEM)
C -3.33735 0.54158 -0.25548  0.805
C -1.71602 -1.50403 0.34169  0.776
C 0.27890 -0.17784 -0.38262  -0.417
N -3.00493 -0.28774 0.69285  -0.308
N -0.57081 -1.26553 0.00220  -0.628
O -3.84569 0.73798 -1.34719  -0.661
O -2.90739 1.30665 0.76256  -0.478
O -2.32018 -2.47577 0.74644  -0.651
H -0.13233 0.26422 -1.25046  0.190
H 0.36324 0.62359 0.41083  0.177
H 1.22889 -0.79250 -0.48228  0.196

Atoms 1-3, force components in eV/Å:
C -1.6 1.3 -1.4
C -1.3 -1.4 2.1
C 0.3 -1.3 2.0


Please write out number 3 again, unchanged.
Entry from the OMol25 dataset: the ion C3H3N2O3 with charge -1 (ωB97M-V/def2-TZVPD).

The energy relative to the best compared isomer or geometry (same formula, charge and spin) comes out at 4.0284 eV. The total energy comes out at -12280.13581 eV. The LUMO energy comes out at 4.01 eV. The structure (SMILES) is C/N=C(/[O-])N1OC1=O. The charge is -1.

Each line ends with the natural charge from an NBO analysis.
CARTESIAN COORDINATES (ANGSTROEM)
C -3.33735 0.54158 -0.25548  0.805
C -1.71602 -1.50403 0.34169  0.776
C 0.27890 -0.17784 -0.38262  -0.417
N -3.00493 -0.28774 0.69285  -0.308
N -0.57081 -1.26553 0.00220  -0.628
O -3.84569 0.73798 -1.34719  -0.661
O -2.90739 1.30665 0.76256  -0.478
O -2.32018 -2.47577 0.74644  -0.651
H -0.13233 0.26422 -1.25046  0.190
H 0.36324 0.62359 0.41083  0.177
H 1.22889 -0.79250 -0.48228  0.196

Atoms 1-3, force components in eV/Å:
C -1.6 1.3 -1.4
C -1.3 -1.4 2.1
C 0.3 -1.3 2.0


The lowest charge belongs to which entry? C3H3N2O3